DFT (ωB97M-V with the def2-TZVPD basis set) results for a molecular structure, C6H16BrHfO6S2 at a distorted geometry.

XYZ file:
```
32
C6H16BrHfO6S2 ωB97M-V with the def2-TZVPD basis set
Hf -1.80788 -0.16933 -3.07679
Br -0.54526 2.31961 -3.18217
O -1.99602 0.57410 -0.95561
S -2.28882 1.04502 0.44371
O -3.62169 1.31451 0.82318
O -1.70523 -0.06855 1.38409
C -2.24002 -0.17779 2.75256
C -2.94229 -1.53058 2.88716
C -1.21437 2.43680 0.83589
H -2.98939 0.56700 3.00935
H -1.35532 -0.10440 3.37888
H -3.93766 -1.38908 3.30622
H -2.39271 -2.18790 3.55815
H -3.09702 -2.05582 1.94562
H -0.74001 2.31648 1.80732
H -1.82473 3.33909 0.83754
H -0.48316 2.40614 0.02839
O 1.60172 -0.96616 0.27831
S 1.41382 -1.25403 -1.09471
O 0.15569 -0.86772 -1.80988
O 2.60874 -0.76059 -1.99408
C 3.48452 0.29109 -1.49574
C 2.73239 1.61060 -1.45963
C 1.73980 -2.99371 -1.32762
H 4.41735 0.40885 -2.04409
H 3.84157 0.02553 -0.49860
H 2.24647 1.83290 -2.41018
H 3.46130 2.39059 -1.24177
H 1.96959 1.58150 -0.67678
H 0.83162 -3.57406 -1.17688
H 2.46875 -3.18465 -0.54041
H 2.20826 -3.17544 -2.29140
```

Summary:
**Orbital gap**: 5.125 eV
**Largest force on an atom**: 9.74 eV/Å
**Net charge**: +3
**Energy relative to the best compared isomer or geometry (same formula, charge and spin)**: 0.0 kcal per mole

---

DFT (ωB97M-V with the def2-TZVPD basis set) results for a molecular structure, C21H24N3O4PRuS4.

XYZ file:
```
58
C21H24N3O4PRuS4 ωB97M-V with the def2-TZVPD basis set
Ru 0.12671 0.32471 1.99270
S -0.44390 -0.03636 4.29647
S 1.20474 -1.08648 4.90608
S 2.69597 0.21120 4.40708
S 2.38399 0.32235 2.33474
O -0.34907 4.38568 1.60347
C 0.08508 3.25461 1.45580
O 0.03130 2.32790 2.35768
C 0.78714 2.87513 0.15051
P 0.59059 1.09604 -0.17938
C -0.85743 0.90721 -1.26490
C -1.21404 -0.40797 -1.56806
C -2.29687 -0.66823 -2.39162
C -3.05425 0.38241 -2.89595
C -2.71863 1.69007 -2.57823
C -1.61668 1.95376 -1.77358
C 1.98546 0.78347 -1.33126
C 3.28259 1.02672 -0.87488
C 4.37658 0.79481 -1.69387
C 4.19414 0.31656 -2.98413
C 2.90962 0.07857 -3.44821
C 1.81292 0.31090 -2.62905
H 1.85389 3.04217 0.31759
H 0.47717 3.52597 -0.66471
H -0.62907 -1.22180 -1.14729
H -2.55908 -1.69260 -2.62577
H -3.90863 0.18058 -3.53048
H -3.31408 2.51165 -2.95665
H -1.37367 2.97966 -1.52792
H 3.44151 1.37606 0.13818
H 5.37440 0.98164 -1.31729
H 5.04831 0.13111 -3.62346
H 2.75488 -0.29187 -4.45414
H 0.81956 0.11562 -3.00879
N 1.90346 -1.82502 -0.54566
C 2.10039 -3.13777 0.07010
C 1.61732 -3.15291 1.51454
C 0.12806 -2.87798 1.62182
O -0.67745 -3.80899 1.59397
O -0.21131 -1.64833 1.70410
H 2.35634 -1.76476 -1.44966
H 2.28490 -1.09644 0.04970
H 3.14639 -3.47936 0.06368
H 1.52709 -3.87330 -0.50323
H 2.16286 -2.42650 2.12021
H 1.79754 -4.15003 1.91888
C -2.96216 -1.71241 0.99023
C -3.04442 -0.28295 1.38918
N -2.09149 0.54892 1.76127
C -2.71000 1.73039 2.13906
C -4.04669 1.61440 1.96071
N -4.24389 0.33725 1.48531
H -1.94604 -1.99223 0.74134
H -3.62891 -1.90230 0.14674
H -3.24544 -2.35221 1.82780
H -2.14508 2.56099 2.52141
H -4.85254 2.30377 2.13402
H -5.12009 -0.09350 1.25378
```

Summary:
**Orbital gap (alpha / beta)**: 6.609 / 6.611 eV
**Largest force on an atom**: 0.53 eV/Å
**Multiplicity**: 2
**Net charge**: -1
**Energy relative to the best compared isomer or geometry (same formula, charge and spin)**: 9.6 kcal per mole
**⟨S²⟩**: 0.756

---

DFT (ωB97M-V with the def2-TZVPD basis set) results for 2 unconnected molecules or ions with the total composition C5H10NO2 at a distorted geometry.

XYZ file:
```
18
C5H10NO2 ωB97M-V with the def2-TZVPD basis set
C -0.18606 -0.54406 -0.24201
C -0.45851 0.16095 0.82150
C 2.03898 0.00835 -1.83991
C -1.67176 0.03014 1.73650
C 2.19205 1.27084 -1.26333
N -1.24335 -1.43337 -0.68124
O 2.15461 -1.05432 -2.27948
O 0.52331 1.03274 1.33295
H -2.54939 0.16404 0.99731
H -1.76432 0.64481 2.65794
H -1.70268 -1.05539 2.04471
H 2.53908 1.99413 -2.11671
H 3.01811 1.21888 -0.53459
H 1.31214 1.59089 -0.66926
H -1.38035 -1.37569 -1.66857
H -2.15328 -1.15036 -0.26613
H -1.28469 -2.38276 -0.32487
H 0.61612 0.88020 2.29518
```

Summary:
**Orbital gap**: 7.889 eV
**Largest force on an atom**: 5.57 eV/Å
**Net charge**: +1
**Energy relative to the best compared isomer or geometry (same formula, charge and spin)**: 115.1 kcal per mole